(1)
# F4N2NaO8S4

F4N2NaO8S4 as an isolated structure at a distorted geometry (the ωB97M-V functional and the def2-TZVPD basis, the Open Molecules 2025 dataset).

```
19
Properties=species:S:1:pos:R:3
Na 9.372 3.132 -1.979
N 4.895 1.974 -0.507
S 4.254 0.748 0.111
O 3.949 -0.355 -0.780
O 3.393 0.941 1.316
F 5.582 0.156 0.807
S 3.526 2.423 -1.420
O 2.367 1.567 -1.606
O 3.824 3.295 -2.535
F 2.928 3.463 -0.267
N -5.241 -1.082 0.231
S -5.695 -2.733 0.342
O -6.611 -3.046 1.465
O -4.707 -3.717 -0.074
F -6.823 -2.821 -0.805
S -4.091 -1.199 1.225
O -2.841 -1.697 0.638
O -4.393 -1.481 2.639
F -3.689 0.433 1.199
```

Results
charge: -1
ΔE to the lowest compared entry with this formula, charge and spin: 6.643 eV


(2)
# C18H52AsF2N4O3P2Si3Ti

C18H52AsF2N4O3P2Si3Ti as an isolated structure (the ωB97M-V functional and the def2-TZVPD basis, the Open Molecules 2025 dataset).

```
86
Properties=species:S:1:pos:R:3
Ti -1.016 -0.726 -0.139
C -2.523 -0.987 4.061
N -1.948 0.354 3.920
C -2.396 1.340 4.907
P -0.967 0.770 2.720
O -0.695 -0.425 1.819
O -1.718 1.893 1.829
P -1.925 2.339 0.294
O -1.457 1.193 -0.578
N -1.048 3.683 0.115
C -0.952 4.720 1.146
C -0.686 4.107 -1.246
N -3.499 2.603 0.082
C -4.432 1.473 0.118
C -4.117 3.930 0.028
N 0.308 1.570 3.315
C 0.964 1.106 4.547
C 1.202 2.313 2.421
H -2.242 -1.409 5.026
H -2.158 -1.641 3.275
H -3.611 -0.932 4.009
H -2.129 1.015 5.913
H -3.480 1.453 4.855
H -1.932 2.306 4.718
H -1.222 4.317 2.119
H -1.603 5.566 0.922
H 0.077 5.080 1.189
H -0.762 3.267 -1.934
H 0.343 4.465 -1.244
H -1.336 4.912 -1.594
H -4.737 1.185 -0.888
H -5.315 1.751 0.694
H -3.976 0.612 0.609
H -3.379 4.685 -0.226
H -4.585 4.191 0.978
H -4.877 3.932 -0.752
H 0.264 0.561 5.173
H 1.322 1.975 5.097
H 1.813 0.458 4.320
H 2.028 1.686 2.078
H 1.614 3.162 2.965
H 0.659 2.685 1.554
C 4.644 -1.793 -1.526
Si 3.361 -1.754 -0.184
C 3.597 -0.259 0.902
C 3.315 -3.303 0.842
As 1.234 -1.593 -1.248
Si 1.399 -0.152 -3.141
C 2.464 -0.918 -4.454
C -0.330 0.138 -3.787
C 2.132 1.428 -2.465
Si 0.700 -3.788 -2.056
C 0.154 -4.779 -0.571
C 2.225 -4.547 -2.806
C -0.627 -3.583 -3.348
H 5.595 -2.106 -1.086
H 4.795 -0.799 -1.951
H 4.408 -2.485 -2.335
H 4.653 -0.189 1.173
H 3.025 -0.355 1.827
H 3.321 0.671 0.402
H 4.180 -3.307 1.511
H 3.371 -4.205 0.230
H 2.416 -3.358 1.458
H 2.126 -1.922 -4.713
H 3.513 -0.968 -4.160
H 2.402 -0.310 -5.360
H -0.718 -0.744 -4.298
H -0.282 0.944 -4.526
H -1.048 0.443 -3.024
H 3.136 1.269 -2.069
H 1.510 1.846 -1.669
H 2.206 2.172 -3.262
H 1.015 -5.225 -0.070
H -0.488 -5.594 -0.910
H -0.411 -4.204 0.163
H 3.031 -4.664 -2.080
H 2.605 -3.994 -3.665
H 1.962 -5.550 -3.156
H -1.461 -2.960 -3.026
H -1.026 -4.572 -3.585
H -0.217 -3.171 -4.272
F -2.615 -3.278 -0.503
C -2.742 -1.986 -0.174
F -2.648 -1.230 -1.435
H -3.753 -1.805 0.196
```

Results
spin multiplicity: 2
electronic energy: -5997.79634 hartree
charge: +2


(3)
# C31H60AsAuBN6S3Si

C31H60AsAuBN6S3Si as an isolated structure (the ωB97M-V functional and the def2-TZVPD basis, the Open Molecules 2025 dataset).

```
104
Properties=species:S:1:pos:R:3
Au -0.585 -0.454 -1.376
C -6.005 0.839 -0.968
C -5.078 2.056 -0.900
C -5.851 3.317 -0.514
C -4.465 2.255 -2.280
N -4.084 1.789 0.197
C -4.569 1.470 1.456
C -3.516 1.249 2.252
N -2.366 1.427 1.508
B -1.030 1.076 2.201
N -0.604 -0.422 2.093
C 0.191 -0.908 3.124
C 0.018 -2.231 3.208
N -0.886 -2.599 2.223
C -1.267 -1.474 1.543
S -2.359 -1.390 0.219
C -1.599 -3.920 2.230
C -3.011 -3.680 2.762
C -1.628 -4.546 0.841
C -0.855 -4.881 3.157
N 0.144 2.086 1.932
C 0.129 3.207 2.732
C 0.891 4.156 2.155
N 1.409 3.622 0.997
C 0.947 2.355 0.893
S 1.450 1.197 -0.329
C 2.114 4.443 -0.057
C 2.243 5.876 0.453
C 3.507 3.886 -0.320
C 1.262 4.443 -1.324
C -2.727 1.764 0.233
S -1.632 2.113 -1.039
H -6.701 0.970 -1.796
H -6.593 0.705 -0.061
H -5.425 -0.068 -1.141
H -6.604 3.525 -1.275
H -5.177 4.173 -0.455
H -6.361 3.210 0.443
H -5.298 2.386 -2.973
H -3.882 1.393 -2.596
H -3.831 3.135 -2.331
H -5.618 1.440 1.680
H -3.478 0.984 3.293
H -1.256 1.241 3.374
H 0.799 -0.252 3.724
H 0.476 -2.936 3.872
H -3.556 -2.994 2.114
H -2.975 -3.264 3.771
H -3.556 -4.624 2.798
H -0.625 -4.568 0.420
H -2.287 -4.019 0.159
H -1.971 -5.576 0.942
H -0.915 -4.580 4.203
H 0.193 -4.986 2.871
H -1.323 -5.860 3.076
H -0.449 3.239 3.637
H 1.100 5.156 2.483
H 2.843 5.937 1.362
H 1.271 6.338 0.626
H 2.751 6.454 -0.316
H 4.100 3.845 0.595
H 4.016 4.544 -1.025
H 3.454 2.895 -0.758
H 0.257 4.812 -1.122
H 1.177 3.449 -1.759
H 1.737 5.094 -2.059
C 3.869 1.451 2.826
Si 4.081 0.244 1.411
C 5.394 0.741 0.178
C 4.534 -1.441 2.089
C 2.392 -0.048 0.617
H 4.826 1.667 3.306
H 3.214 1.016 3.585
H 3.432 2.403 2.515
H 6.337 0.907 0.704
H 5.174 1.642 -0.391
H 5.560 -0.074 -0.532
H 5.498 -1.403 2.602
H 4.615 -2.182 1.290
H 3.794 -1.805 2.807
H 1.725 -0.427 1.392
H 2.471 -0.864 -0.111
C 1.930 -3.516 -1.052
C 0.967 -3.579 -2.231
As 0.501 -1.859 -2.997
C -0.759 -2.425 -4.375
C -0.232 -3.314 -5.493
C 2.121 -1.256 -3.902
C 3.023 -2.343 -4.477
H 2.124 -4.518 -0.665
H 1.509 -2.921 -0.233
H 2.896 -3.082 -1.326
H 1.337 -4.223 -3.029
H 0.005 -3.978 -1.911
H -1.200 -1.513 -4.779
H -1.549 -2.921 -3.808
H 0.486 -2.785 -6.120
H -1.055 -3.627 -6.137
H 0.246 -4.217 -5.114
H 2.660 -0.658 -3.164
H 1.790 -0.559 -4.675
H 3.393 -3.011 -3.698
H 3.892 -1.892 -4.958
H 2.513 -2.951 -5.221
```

Results
charge: +1
ΔE to the lowest compared entry with this formula, charge and spin: 0.000 eV


(4)
# C35H41N2OSi

A 2-piece molecular cluster, C35H41N2OSi overall at a distorted geometry (the ωB97M-V functional and the def2-TZVPD basis, the Open Molecules 2025 dataset).

```
80
Properties=species:S:1:pos:R:3
C -4.583 3.024 -0.067
Si -3.022 3.943 0.331
C -2.959 5.604 -0.497
C -2.702 4.093 2.154
O -1.769 3.100 -0.395
C -0.782 2.183 0.024
C 0.417 2.946 0.630
C 0.641 4.289 0.308
C 1.669 4.998 0.942
C 2.541 4.336 1.807
C 2.398 2.962 2.023
C 1.325 2.272 1.445
C -1.416 1.102 0.911
C -1.211 1.060 2.291
C -1.750 0.000 3.033
C -2.580 -0.934 2.420
C -2.880 -0.812 1.063
C -2.340 0.241 0.316
C -0.260 1.542 -1.310
C 0.414 2.571 -2.243
C 1.920 2.369 -2.116
C 2.119 1.002 -1.446
N 0.791 0.555 -1.073
C 0.585 -0.682 -0.618
C 1.622 -1.509 -0.187
C 1.415 -2.703 0.502
C 2.493 -3.446 1.122
C 2.396 -4.829 1.436
C 3.472 -5.495 2.025
C 4.649 -4.790 2.334
C 4.751 -3.421 2.055
C 3.685 -2.759 1.456
H -5.445 3.519 0.400
H -4.747 3.004 -1.152
H -4.550 1.986 0.287
H -3.794 6.228 -0.153
H -2.023 6.127 -0.269
H -3.032 5.495 -1.586
H -3.347 4.885 2.561
H -2.921 3.165 2.698
H -1.660 4.369 2.361
H 0.006 4.792 -0.429
H 1.780 6.067 0.730
H 3.335 4.894 2.311
H 3.105 2.414 2.648
H 1.182 1.211 1.659
H -0.631 1.843 2.787
H -1.510 -0.069 4.093
H -3.018 -1.746 3.006
H -3.559 -1.514 0.573
H -2.630 0.381 -0.729
H -1.104 1.068 -1.833
H 0.101 2.307 -3.258
H 0.092 3.595 -2.052
H 2.405 2.372 -3.097
H 2.395 3.155 -1.516
H 2.595 0.294 -2.141
H 2.784 1.080 -0.571
H -0.444 -1.051 -0.579
H 2.643 -1.176 -0.415
H 0.413 -3.051 0.751
H 1.466 -5.360 1.206
H 3.395 -6.558 2.267
H 5.489 -5.307 2.801
H 5.642 -2.851 2.318
H 3.733 -1.685 1.269
N -1.215 -3.972 -0.619
C -0.871 -4.445 -1.852
C -1.823 -5.150 -2.630
C -1.472 -5.637 -3.882
C -0.169 -5.461 -4.377
C 0.785 -4.780 -3.612
C 0.442 -4.283 -2.356
H -0.734 -3.167 -0.234
H -2.162 -4.102 -0.286
H -2.834 -5.275 -2.224
H -2.221 -6.156 -4.480
H 0.106 -5.866 -5.350
H 1.799 -4.629 -3.988
H 1.175 -3.772 -1.732
```

Results
electronic energy: -1832.37590 hartree
charge: +1


- charge of number 4 (C35H41N2OSi)?
  +1


Copy entry 1 word for word.
# F4N2NaO8S4

F4N2NaO8S4 as an isolated structure at a distorted geometry (the ωB97M-V functional and the def2-TZVPD basis, the Open Molecules 2025 dataset).

```
19
Properties=species:S:1:pos:R:3
Na 9.372 3.132 -1.979
N 4.895 1.974 -0.507
S 4.254 0.748 0.111
O 3.949 -0.355 -0.780
O 3.393 0.941 1.316
F 5.582 0.156 0.807
S 3.526 2.423 -1.420
O 2.367 1.567 -1.606
O 3.824 3.295 -2.535
F 2.928 3.463 -0.267
N -5.241 -1.082 0.231
S -5.695 -2.733 0.342
O -6.611 -3.046 1.465
O -4.707 -3.717 -0.074
F -6.823 -2.821 -0.805
S -4.091 -1.199 1.225
O -2.841 -1.697 0.638
O -4.393 -1.481 2.639
F -3.689 0.433 1.199
```

Results
charge: -1
ΔE to the lowest compared entry with this formula, charge and spin: 6.643 eV